# C3H3N3O2

A single C3H3N3O2 molecule in a non-equilibrium geometry (ωB97M-V with the def2-TZVPD basis set, OMol25).

Structure (XYZ):
```
11
Properties=species:S:1:pos:R:3
C -0.16 0.63 -0.14
C -1.57 0.49 0.31
C 1.62 -1.19 -0.07
H -0.19 2.49 0.14
H -2.39 1.29 0.16
H 2.04 -2.16 -0.11
N 0.64 1.69 -0.32
N -1.99 -0.80 0.12
N 0.33 -0.78 -0.33
O -0.73 -1.55 -0.12
O 2.40 -0.11 0.37
```

Properties
Kohn-Sham gap: 8.112 eV
E_tot: -11717.650 eV
HOMO energy: -9.24 eV
Charge: 0